# 1
This record from OMol25 describes C3H2BrClO2S as an isolated structure in a non-equilibrium geometry. The level of theory is wB97M-V/def2-TZVPD.

Structure (XYZ):
```
10
Properties=species:S:1:pos:R:3:forces:R:3:nbo_charge:R:1
C -0.2835 -1.1453 0.0151 3.2 2.5 -0.1 -0.063
C -1.1682 -0.1578 0.0045 0.3 0.1 0.0 -0.449
C 1.2092 -0.1777 -0.0137 -3.4 -1.7 0.0 -0.626
O -0.0004 1.9603 -1.1980 0.1 -0.1 -0.3 -0.904
O 0.0387 1.9083 1.2622 0.0 -0.1 0.2 -0.905
S 0.0236 1.2097 0.0158 -0.2 -0.7 0.1 2.170
Cl -0.3460 -2.8117 0.0214 -0.2 -0.3 0.0 0.120
Br -3.0158 -0.1692 -0.0454 0.1 0.1 0.0 0.165
H 1.7974 -0.3049 0.8806 0.1 0.1 0.2 0.246
H 1.7450 -0.3117 -0.9425 0.0 0.1 -0.1 0.246
```
Forces are in eV/Å.

Properties
Relative energy (zero: lowest compared OMol25 entry of this formula, charge and spin)   6.8 kcal per mole
HOMO   -10.1111 eV
Kohn-Sham gap   10.56 eV
Spin multiplicity   1

***

# 2
This record from OMol25 describes an isolated molecule of C7H13NO3S in a non-equilibrium geometry. The level of theory is wB97M-V/def2-TZVPD.

Structure (XYZ):
```
25
Properties=species:S:1:pos:R:3:forces:R:3:nbo_charge:R:1
C -2.6173 0.8302 -0.0299 -2.6 -0.4 -0.5 -0.440
C 1.8982 -1.3906 -1.0581 2.5 4.3 3.7 0.102
C 0.9923 0.3657 0.3188 -0.3 2.9 1.3 -0.293
C -2.8270 -0.6450 0.3197 3.0 0.4 2.4 -0.637
C -1.2338 1.3706 0.2436 0.2 -0.5 0.3 0.074
C -0.3093 0.3227 -0.3710 -0.5 -1.1 0.3 -0.719
C 3.4103 -0.0913 0.2788 -0.8 -2.2 2.0 -0.411
N 2.1296 -0.3387 -0.2602 -3.0 -4.6 -2.2 -0.207
O -0.4837 -1.7044 1.2326 -0.1 -0.7 0.1 -1.012
O -1.2345 -2.1111 -1.0628 0.5 -3.2 -3.6 -0.992
O -1.1165 2.5867 -0.4463 -1.0 2.1 3.8 -0.726
S -1.1025 -1.2235 0.0015 -0.8 3.3 3.0 2.147
H -2.7425 0.8893 -1.1113 0.3 0.0 -0.2 0.215
H -3.5191 1.3726 0.2893 0.7 0.5 0.6 0.221
H 0.9663 -1.5974 -1.3928 -2.9 -0.5 -1.1 0.240
H 2.7243 -2.0135 -1.1904 1.2 -0.9 -0.7 0.186
H 1.2454 1.4684 0.3252 0.2 -0.9 -0.1 0.229
H 0.8885 0.1462 1.4482 0.7 -0.5 -1.5 0.246
H -2.7984 -0.8207 1.4673 -1.0 0.2 -1.9 0.232
H -3.5285 -1.1901 -0.3049 0.0 0.0 0.4 0.249
H -1.0168 1.5876 1.3588 -0.4 -0.2 -1.4 0.154
H 3.9224 0.3577 -0.4502 2.3 2.7 -2.3 0.221
H 3.2028 0.4055 1.1875 0.6 1.0 0.8 0.233
H 3.9660 -0.9954 0.4872 -0.2 -0.5 0.2 0.217
H -0.8164 2.4187 -1.2806 1.3 -1.0 -3.5 0.470
```
Forces are in eV/Å.

Properties
Relative energy (zero: lowest compared OMol25 entry of this formula, charge and spin)   135.7 kcal per mole
HOMO (spin up / spin down)   -7.2632 / -7.2628 eV
Kohn-Sham gap (spin up / spin down)   6.17 / 6.17 eV
Spin multiplicity   1

***

# 3
This record from OMol25 describes a 2-piece molecular cluster, C6H8N2 overall in a non-equilibrium geometry. The level of theory is wB97M-V/def2-TZVPD.

Structure (XYZ):
```
16
Properties=species:S:1:pos:R:3:forces:R:3:nbo_charge:R:1
C -2.0297 -1.1228 0.1735 2.9 0.1 0.3 -0.030
C -1.8271 0.2622 0.0876 -0.5 0.7 -0.7 0.037
C 0.1098 -0.7774 0.3080 2.4 -2.0 -2.3 0.354
C -2.7668 1.1649 -0.2882 -1.7 1.5 -0.4 -0.404
C 2.2535 -1.0394 -0.3371 -4.6 4.0 1.6 0.035
C 2.8642 0.2889 0.0496 -0.5 0.3 0.0 -0.759
N -0.8231 -1.7276 0.2175 1.2 -0.1 0.7 -0.501
N -0.4363 0.4559 0.1014 0.3 -1.0 0.6 -0.607
H -2.8505 -1.7636 0.1479 -1.6 -0.2 -0.1 0.212
H -2.6186 2.1763 -0.6702 0.6 -0.3 0.4 0.197
H -3.8371 0.9109 -0.3442 0.8 -0.3 0.2 0.201
H 2.6395 -1.9932 -0.2179 0.5 -1.7 0.4 0.154
H 2.6301 0.6021 1.1456 0.3 -0.5 -1.9 0.236
H 2.6277 1.1424 -0.6774 -0.2 -1.2 1.1 0.230
H 3.9320 0.1830 -0.0566 0.6 0.0 0.2 0.227
H 0.1322 1.2375 0.3604 -0.5 0.7 -0.2 0.418
```
Forces are in eV/Å.

Properties
Relative energy (zero: lowest compared OMol25 entry of this formula, charge and spin)   150.7 kcal per mole
HOMO (spin up / spin down)   -8.9601 / -6.7190 eV
Kohn-Sham gap (spin up / spin down)   8.80 / 6.37 eV
Spin multiplicity   1

***

# 4
This record from OMol25 describes a 2-piece molecular cluster, CN2OS overall in a non-equilibrium geometry. The level of theory is wB97M-V/def2-TZVPD.

Structure (XYZ):
```
5
Properties=species:S:1:pos:R:3:forces:R:3:nbo_charge:R:1
C -1.9999 0.2251 -0.3335 1.0 1.6 -2.2 0.495
N 0.4084 0.4358 0.2029 -0.1 0.1 0.6 0.026
N 1.4368 0.0458 0.0522 -1.4 0.9 0.1 -0.129
O -2.7316 -0.3401 0.2685 -1.9 -1.6 1.8 -0.499
S 2.8863 -0.3665 -0.1901 2.4 -0.9 -0.4 0.107
```
Forces are in eV/Å.

Properties
Relative energy (zero: lowest compared OMol25 entry of this formula, charge and spin)   5.9 kcal per mole
HOMO   -10.0632 eV
Kohn-Sham gap   10.49 eV
Spin multiplicity   1

***

# 5
This record from OMol25 describes a 2-piece molecular cluster, C2H8N2OP overall in a non-equilibrium geometry. The level of theory is wB97M-V/def2-TZVPD.

Structure (XYZ):
```
14
Properties=species:S:1:pos:R:3:forces:R:3:nbo_charge:R:1
C 1.2448 -1.0537 -3.8915 -2.2 0.1 3.2 -0.087
C -0.9102 0.1265 2.2516 0.4 2.4 0.2 0.421
N -1.0459 1.0742 3.1708 0.5 1.6 -1.3 -0.732
N -0.3022 0.3929 1.1249 -0.6 0.4 2.2 -0.674
O 0.1000 -0.9894 -4.5986 2.5 -1.0 -3.1 -0.673
P 0.9675 -0.8662 -2.2181 -0.5 0.3 -0.6 0.062
H 2.2240 -1.3813 -4.2538 -0.8 0.2 -1.0 0.234
H -1.3333 -0.8089 2.3247 -0.9 -2.0 0.8 0.226
H -1.1837 1.1316 4.1430 -0.6 -1.7 1.4 0.449
H -0.9160 2.0645 2.9326 0.4 -0.7 -0.7 0.417
H 0.2030 1.2622 1.1859 0.3 0.1 -1.4 0.427
H -0.4982 -0.2026 0.3535 0.6 -0.1 -1.2 0.456
H -0.6790 -0.5630 -4.2820 -0.4 0.6 1.2 0.505
H 2.2146 -1.1510 -1.7705 1.4 -0.1 0.4 -0.033
```
Forces are in eV/Å.

Properties
Relative energy (zero: lowest compared OMol25 entry of this formula, charge and spin)   12.5 kcal per mole
HOMO   -11.4915 eV
Kohn-Sham gap   7.24 eV
Total charge   +1
Spin multiplicity   1

***

# 6
This record from OMol25 describes a 6-piece molecular cluster, C33H34F4O5S2 overall in a non-equilibrium geometry. The level of theory is wB97M-V/def2-TZVPD.

Structure (XYZ):
```
78
Properties=species:S:1:pos:R:3:forces:R:3:mulliken_charge:R:1
O 1.7545 -1.5098 3.5549 0.2 -0.5 0.4 -0.557
S 1.9767 -0.3309 2.7847 -1.0 0.8 0.3 0.793
O 0.8228 -0.2784 1.6840 0.8 -0.3 0.2 -0.297
C 0.1822 -1.5397 1.3755 -0.3 -0.4 -0.8 -0.596
C 1.0723 -2.5818 0.7109 -0.4 -0.1 0.2 0.083
F 0.5406 -2.9221 -0.5217 -0.1 0.1 -0.4 -0.312
O 3.4096 -0.8100 1.9014 -0.2 0.8 -0.6 -0.356
S 4.0157 0.2409 0.8679 1.1 -0.7 -1.5 1.244
O 3.0454 0.8901 0.0600 -0.8 0.5 0.8 -0.490
O 5.0537 -0.4234 0.1669 0.4 -0.4 0.5 -0.664
C 4.8860 1.4744 1.9593 -0.1 -0.5 0.2 0.605
F 4.0302 2.3889 2.3997 0.1 0.1 0.0 -0.200
F 5.8514 2.0156 1.2467 -0.2 0.2 0.0 -0.179
F 5.4117 0.8384 3.0031 0.0 0.1 0.0 -0.231
H -0.5947 -1.3072 0.6607 -0.1 0.4 -0.2 0.358
H -0.3230 -1.9697 2.2267 0.1 0.2 0.5 0.398
H 1.0357 -3.4859 1.3021 0.3 -0.3 0.2 0.243
H 2.0856 -2.2533 0.5407 0.3 0.1 0.1 0.172
C -2.4919 -4.2824 1.7457 0.0 0.0 0.0 -0.387
C -2.5670 -3.9992 0.3872 0.1 0.0 0.0 -0.410
C -3.7369 -3.4798 -0.1487 0.0 0.0 0.0 -0.193
C -4.8281 -3.2356 0.6735 0.0 0.0 0.0 -0.657
C -4.7516 -3.5153 2.0308 0.0 0.0 0.0 -0.356
C -3.5848 -4.0424 2.5668 0.0 0.0 0.0 -0.557
H -1.5802 -4.6911 2.1648 0.0 0.0 0.0 0.463
H -1.7136 -4.1832 -0.2532 0.0 0.0 0.0 0.442
H -3.7978 -3.2644 -1.2075 0.0 0.0 0.0 0.315
H -5.7388 -2.8267 0.2559 0.0 0.0 0.0 0.392
H -5.6026 -3.3231 2.6717 0.0 0.0 0.0 0.481
H -3.5272 -4.2655 3.6247 0.0 0.0 0.0 0.464
C 5.0108 6.3274 0.7937 0.0 0.0 0.0 -0.500
C 4.5057 5.0599 0.5396 0.0 0.1 0.0 -0.373
C 4.4757 4.5710 -0.7580 0.0 0.0 0.0 -0.254
C 4.9585 5.3454 -1.8032 0.0 0.0 0.0 -0.515
C 5.4659 6.6119 -1.5490 0.0 0.0 0.0 -0.376
C 5.4887 7.1047 -0.2516 0.0 0.0 0.0 -0.384
H 5.0322 6.7095 1.8063 0.0 0.0 0.0 0.370
H 4.1350 4.4557 1.3528 -0.1 0.0 0.0 0.434
H 4.0766 3.5848 -0.9556 0.0 -0.1 0.0 0.461
H 4.9376 4.9606 -2.8146 0.0 0.0 0.0 0.409
H 5.8437 7.2160 -2.3637 0.0 0.0 0.0 0.361
H 5.8805 8.0943 -0.0551 0.0 0.0 0.0 0.360
C -5.0189 -2.3618 7.1076 0.0 0.0 0.0 -0.475
C -5.0941 -2.0794 5.7510 0.0 0.0 0.0 -0.246
C -6.2640 -1.5608 5.2137 0.0 0.0 0.0 -0.376
C -7.3556 -1.3165 6.0348 0.0 0.0 0.0 -0.427
C -7.2791 -1.5959 7.3917 0.0 0.0 0.0 -0.383
C -6.1122 -2.1219 7.9276 0.0 0.0 0.0 -0.364
H -4.1076 -2.7688 7.5261 0.0 0.0 0.0 0.363
H -4.2403 -2.2640 5.1112 0.0 0.0 0.0 0.411
H -6.3249 -1.3458 4.1544 0.0 0.0 0.0 0.425
H -8.2663 -0.9080 5.6166 0.0 0.0 0.0 0.362
H -8.1300 -1.4041 8.0322 0.0 0.0 0.0 0.358
H -6.0545 -2.3442 8.9851 0.0 0.0 0.0 0.358
C 2.4659 1.6597 -3.6421 0.0 0.0 0.0 -0.445
C 1.7252 2.7692 -4.0267 0.0 0.0 0.0 -0.511
C 1.5584 3.0608 -5.3732 0.0 0.0 0.0 -0.433
C 2.1236 2.2366 -6.3364 0.0 0.0 0.0 -0.414
C 2.8579 1.1238 -5.9513 0.1 0.1 0.0 -0.456
C 3.0331 0.8381 -4.6042 0.1 0.0 0.0 -0.381
H 2.5985 1.4328 -2.5924 0.0 0.0 0.1 0.722
H 1.2795 3.4084 -3.2757 0.0 0.0 0.0 0.432
H 0.9862 3.9295 -5.6719 0.0 0.0 0.0 0.400
H 1.9883 2.4595 -7.3869 0.0 0.0 0.0 0.376
H 3.2937 0.4772 -6.7021 0.0 0.0 0.0 0.368
H 3.6095 -0.0282 -4.3053 0.0 0.0 0.0 0.340
C -2.2528 -1.5334 -5.1838 0.0 0.0 0.0 -0.485
C -2.1408 -1.9599 -3.8682 0.0 0.0 0.0 -0.395
C -1.0050 -1.6520 -3.1316 -0.1 0.0 0.0 -0.060
C 0.0152 -0.9105 -3.7096 0.0 0.0 0.0 -0.424
C -0.0963 -0.4801 -5.0248 -0.1 0.0 0.0 0.236
C -1.2297 -0.7954 -5.7620 0.0 0.0 0.0 -0.679
H -3.1374 -1.7762 -5.7588 0.0 0.0 0.0 0.373
H -2.9401 -2.5345 -3.4169 0.0 0.0 0.0 0.301
H -0.9138 -1.9905 -2.1092 0.0 0.0 0.0 0.270
H 0.8989 -0.6675 -3.1342 0.0 0.0 0.0 0.352
H 0.6988 0.0998 -5.4723 -0.1 0.0 0.0 0.131
H -1.3159 -0.4642 -6.7891 0.0 0.0 0.0 0.370
```
Forces are in eV/Å.

Properties
HOMO   -9.0612 eV
Kohn-Sham gap   9.31 eV
Spin multiplicity   1